# 1
12
Properties=species:S:1:pos:R:3:mulliken_charge:R:1 method="wB97M-V/def2-TZVPD" charge=+1 e_above_lowest_kcal_mol=171.9 spin_multiplicity=1 e_homo_ha="-0.58333 / -0.58338" orbital_gap_ev="7.5395 / 7.5651"
C 0.32 0.42 -0.61 -0.0944
C -1.64 0.37 0.67 -0.5156
C -0.64 -0.73 -0.26 0.9600
N -0.17 1.56 -0.48 -0.0172
N -1.32 1.51 0.01 -0.0619
N 2.76 -0.37 0.07 -0.2615
F -1.38 -1.42 -1.19 -0.2004
F -0.04 -1.70 0.46 -0.1854
H -2.72 0.22 0.66 0.3271
H -1.09 0.28 1.56 0.3901
H 3.10 0.67 -0.11 0.3479
H 2.80 -0.82 -0.79 0.3114

# 2
104
Properties=species:S:1:pos:R:3:mulliken_charge:R:1 method="wB97M-V/def2-TZVPD" charge=+1 e_above_lowest_kcal_mol=0.0 spin_multiplicity=1 e_homo_ha=-0.44279 orbital_gap_ev=7.6413
C 1.36 -6.64 -2.12 -1.1305
C 1.17 -6.07 -0.73 -0.2110
O 1.72 -4.72 -0.70 -0.2727
B 1.98 -4.15 0.48 0.7005
O 1.22 -4.37 1.59 -0.5232
C 3.19 -3.08 0.57 0.3070
C 2.96 -1.72 0.86 -0.5714
C 1.56 -1.23 1.11 -0.9303
C 1.16 -1.26 2.58 -0.3505
C -0.20 -0.58 2.82 -0.9693
C -1.21 -0.96 1.76 0.6381
O -1.38 -0.31 0.75 -0.6321
O -1.86 -2.09 2.05 -0.2824
C -2.87 -2.49 1.11 0.4789
C -3.54 -3.74 1.62 -1.3417
C 4.06 -0.87 0.90 0.9035
C 3.92 0.56 1.25 0.5309
C 3.25 1.45 0.41 -0.1394
C 3.12 2.78 0.77 -0.9884
C 3.64 3.22 1.98 -0.5203
C 4.30 2.34 2.82 -1.1015
C 4.44 1.01 2.45 -0.3063
C 5.35 -1.42 0.63 -0.4629
C 6.56 -0.52 0.58 -0.4662
O 6.32 0.49 -0.37 -0.1805
O 6.34 -0.22 -1.63 -0.3750
N 5.53 -2.70 0.36 -0.7041
N 4.45 -3.45 0.34 0.4358
Br 4.78 -5.26 -0.04 0.0481
H 1.45 -5.84 -2.85 0.3064
H 0.51 -7.26 -2.38 0.3607
H 2.24 -7.29 -2.17 0.2827
H 0.11 -6.03 -0.46 0.2584
H 1.70 -6.66 0.02 0.3331
H 1.70 -4.42 2.42 0.3392
H 1.52 -0.19 0.80 0.5192
H 0.87 -1.77 0.46 0.7013
H 1.91 -0.70 3.15 0.2423
H 1.14 -2.27 2.98 0.3353
H -0.58 -0.83 3.81 0.4800
H -0.08 0.50 2.75 0.3789
H -3.59 -1.69 1.01 -0.2929
H -2.44 -2.68 0.12 0.3418
H -2.93 -4.63 1.45 0.2820
H -4.48 -3.87 1.09 0.4018
H -3.79 -3.65 2.67 0.3376
H 2.84 1.11 -0.53 0.6500
H 2.60 3.46 0.12 0.6331
H 3.52 4.26 2.27 0.4820
H 4.69 2.68 3.77 0.4539
H 4.93 0.32 3.12 0.5884
H 6.74 -0.03 1.54 0.4432
H 7.45 -1.06 0.27 0.2375
H 5.99 0.46 -2.22 0.3298
C 3.79 6.44 -3.12 -0.4329
C 3.78 5.01 -3.60 0.3270
O 3.12 4.34 -2.54 -0.2591
C 2.30 5.24 -1.92 0.6896
O 1.45 4.94 -1.15 -0.5341
O 2.61 6.49 -2.31 -0.3245
F 5.02 4.49 -3.75 -0.2745
H 4.66 6.63 -2.49 0.2873
H 3.73 7.18 -3.91 0.2654
H 3.22 4.84 -4.52 0.2727
C 9.08 -3.55 -0.53 -0.0941
C 10.10 -4.58 -0.09 0.3209
O 11.20 -3.78 0.27 -0.3248
C 10.74 -2.56 0.66 0.5453
O 11.35 -1.75 1.25 -0.4736
O 9.43 -2.43 0.28 -0.2536
F 10.44 -5.42 -1.09 -0.2787
H 9.21 -3.30 -1.59 0.2664
H 8.05 -3.82 -0.35 -0.0523
H 9.80 -5.18 0.78 0.2948
C -5.64 0.27 -0.27 0.1108
C -5.52 1.77 -0.38 0.3098
O -6.82 2.20 -0.03 -0.2841
C -7.37 1.27 0.79 0.6253
O -8.34 1.43 1.45 -0.4972
O -6.64 0.13 0.75 -0.3325
F -5.24 2.17 -1.64 -0.2349
H -6.01 -0.17 -1.20 0.2792
H -4.72 -0.22 0.02 -0.1810
H -4.80 2.23 0.30 0.2133
C -10.75 2.78 3.38 -0.2623
C -10.66 4.29 3.28 0.3021
O -11.96 4.70 3.63 -0.3133
C -12.50 3.74 4.44 0.5948
O -13.48 3.89 5.09 -0.4871
O -11.75 2.62 4.40 -0.3255
F -10.37 4.71 2.02 -0.2806
H -11.10 2.34 2.45 0.2566
H -9.82 2.30 3.68 0.2289
H -9.95 4.75 3.97 0.2881
C -6.42 3.67 -4.98 -0.3782
C -6.19 2.92 -6.28 0.2933
O -6.25 1.57 -5.86 -0.3157
C -7.04 1.51 -4.75 0.6967
O -7.49 0.51 -4.29 -0.5112
O -7.24 2.75 -4.25 -0.2917
F -4.97 3.17 -6.81 -0.2885
H -5.48 3.82 -4.45 0.2468
H -6.93 4.62 -5.10 0.2800
H -6.95 3.10 -7.04 0.2822

# 3
23
Properties=species:S:1:pos:R:3:mulliken_charge:R:1 method="wB97M-V/def2-TZVPD" charge=+1 e_above_lowest_kcal_mol=32.4 spin_multiplicity=1 e_homo_ha=-0.51269 orbital_gap_ev=10.8657
C -0.88 -2.58 0.96 -0.4281
O -1.00 -3.28 2.17 -0.5049
C -1.26 -1.13 1.24 -0.5014
N -1.36 -0.35 -0.04 -0.1843
H -1.56 -3.02 0.22 0.2995
H 0.13 -2.65 0.54 0.3297
H -0.16 -3.64 2.44 0.3320
H -2.23 -1.12 1.73 0.4193
H -0.53 -0.65 1.87 0.2583
H -1.94 -0.85 -0.71 0.3697
H -0.36 -0.24 -0.45 0.3058
H -1.77 0.56 0.13 0.3899
C 0.70 2.41 -1.23 -0.2821
O 1.17 3.67 -0.82 -0.4955
C 1.48 1.40 -0.40 -0.6423
N 1.24 0.02 -0.88 -0.6592
H -0.39 2.33 -1.08 0.2022
H 0.89 2.23 -2.30 0.2916
H 0.71 4.36 -1.30 0.3200
H 2.52 1.69 -0.44 0.4318
H 1.17 1.45 0.65 0.2591
H 1.92 -0.59 -0.43 0.2583
H 1.49 -0.03 -1.87 0.2305

# 4
53
Properties=species:S:1:pos:R:3:mulliken_charge:R:1 method="wB97M-V/def2-TZVPD" charge=+1 spin_multiplicity=1 e_homo_ha=-0.43313 orbital_gap_ev=8.2614 smiles="C[C@H](F)C[N@H+]1C[C@@H](Cl)N(CCC(=O)O)[C@@H](C(F)(F)C(F)F)[C@H]1CCSc1nnco1"
C -2.56 -3.56 0.37 -1.3017
C -1.71 -2.82 -0.70 0.6969
F -1.74 -3.64 -1.84 -0.3998
C -0.21 -2.66 -0.28 -0.7263
N 0.02 -1.82 0.93 0.5777
C 1.38 -2.10 1.49 -1.2062
C 2.52 -1.12 1.05 0.4315
Cl 3.98 -2.17 0.66 -0.1645
N 2.28 -0.30 -0.11 0.1605
C 3.34 0.68 -0.37 -0.8344
C 3.61 1.72 0.77 -0.0344
C 4.56 2.88 0.39 0.1441
O 5.56 2.99 1.00 -0.4479
O 4.27 3.80 -0.61 -0.4628
C 0.92 0.27 -0.24 -0.6571
C 0.53 0.26 -1.76 0.3051
F 1.47 -0.32 -2.57 -0.3376
F -0.66 -0.33 -2.09 -0.2605
C 0.44 1.75 -2.29 0.2362
F -0.44 2.50 -1.56 -0.2201
F -0.10 1.65 -3.55 -0.3044
C -0.08 -0.34 0.76 -0.5416
C -1.56 0.21 0.65 -0.9565
C -1.86 1.21 1.84 -0.7049
S -3.63 1.61 2.02 -0.2036
C -4.35 1.75 0.39 0.4806
N -5.66 1.92 0.17 -0.3706
N -5.85 1.97 -1.15 -0.3907
C -4.71 1.82 -1.80 0.0223
O -3.77 1.71 -0.81 -0.1564
H -2.58 -2.97 1.33 0.3100
H -3.61 -3.70 0.04 0.3865
H -2.08 -4.54 0.59 0.3596
H -2.19 -1.87 -1.02 0.1210
H 0.39 -2.37 -1.17 0.1652
H 0.11 -3.70 -0.04 0.6118
H -0.66 -2.08 1.67 0.4358
H 1.28 -2.03 2.60 0.3203
H 1.73 -3.14 1.30 0.6009
H 2.84 -0.56 1.96 0.4167
H 4.32 0.23 -0.64 0.5054
H 3.04 1.26 -1.28 0.1611
H 2.65 2.20 1.14 0.2554
H 4.02 1.21 1.67 0.2657
H 3.33 4.04 -0.46 0.3565
H 1.02 1.35 0.05 0.4237
H 1.43 2.21 -2.44 0.2616
H 0.23 0.08 1.76 0.7414
H -1.71 0.81 -0.27 0.1956
H -2.32 -0.59 0.75 0.4501
H -1.21 2.12 1.77 0.4234
H -1.56 0.72 2.79 0.4337
H -4.50 1.79 -2.87 0.4256